1.
{
  "formula": "C32H34As2F5NiO2S2Se",
  "method": "ωB97M-V with the def2-TZVPD basis set",
  "gap_ev": [8.1, 5.8],
  "spin_multiplicity": 3,
  "homo_ev": [-10.04, -10.52],
  "charge": 1,
  "elements": ["Ni", "C", "As", "C", "C", "C", "C", "C", "C", "C", "As", "C", "C", "H", "H", "H", "H", "H", "H", "H", "H", "H", "H", "H", "H", "H", "H", "H", "H", "O", "S", "C", "C", "C", "C", "S", "O", "C", "C", "C", "C", "C", "C", "C", "C", "C", "C", "C", "C", "H", "H", "H", "H", "H", "H", "H", "H", "H", "H", "H", "H", "H", "H", "H", "H", "H", "H", "F", "C", "C", "F", "C", "F", "C", "Se", "C", "F", "C", "F"],
  "xyz": [[-0.395032, -0.135690, 0.090324], [1.056635, 3.175591, -0.467311], [1.040671, 1.702776, 0.813161], [2.865449, 1.892972, 1.464583], [-0.036736, 2.506808, 2.234373], [0.530458, 3.247131, 3.267798], [-0.266036, 3.818795, 4.248718], [-1.641495, 3.639504, 4.217330], [-2.214212, 2.900738, 3.193701], [-1.423335, 2.337447, 2.195649], [-2.215522, 1.336760, 0.716889], [-3.229582, 2.754717, -0.166351], [-3.711551, 0.430138, 1.572766], [1.303423, 4.113718, 0.027677], [0.084089, 3.262504, -0.949178], [1.808470, 2.950837, -1.223633], [3.046255, 2.906850, 1.819330], [3.510133, 1.715793, 0.612375], [3.102064, 1.174450, 2.248009], [1.603840, 3.382329, 3.313376], [0.187767, 4.404623, 5.037444], [-2.266475, 4.068595, 4.989459], [-3.287711, 2.754573, 3.173667], [-3.844346, 3.268641, 0.571082], [-3.869818, 2.292851, -0.917010], [-2.571031, 3.471647, -0.651635], [-4.400554, 1.135330, 2.034715], [-3.344458, -0.273291, 2.317914], [-4.244795, -0.128036, 0.804445], [-1.971798, -1.538058, -0.164222], [-2.848375, -2.637416, -0.695746], [-2.334899, -4.151509, 0.182992], [-0.817654, -4.317607, 0.214181], [-0.207895, -3.906784, 1.553647], [1.312554, -3.965489, 1.508132], [2.031170, -2.421960, 0.796514], [0.908756, -1.711626, 0.093893], [2.268676, -1.560886, 2.354923], [3.519601, -1.659643, 2.948728], [3.741726, -1.038641, 4.169791], [2.720511, -0.314072, 4.771121], [1.476152, -0.212299, 4.162123], [1.242791, -0.843131, 2.948337], [-2.198919, -3.066021, -2.311439], [-2.855522, -4.030590, -3.064164], [-2.360948, -4.358542, -4.315762], [-1.230108, -3.716206, -4.805552], [-0.593532, -2.744419, -4.048049], [-1.080504, -2.408429, -2.791661], [-2.849871, -4.968755, -0.322256], [-2.754107, -4.044810, 1.185485], [-0.365572, -3.706733, -0.568151], [-0.561393, -5.357204, 0.000367], [-0.567351, -4.564379, 2.348097], [-0.534073, -2.892390, 1.794362], [1.660988, -4.775648, 0.864943], [1.764718, -4.087468, 2.490172], [4.309659, -2.216938, 2.456717], [4.708216, -1.125797, 4.647467], [2.898112, 0.174976, 5.719806], [0.684257, 0.355871, 4.632940], [0.272793, -0.775066, 2.468129], [-3.747874, -4.511181, -2.679286], [-2.855760, -5.115176, -4.909368], [-0.845942, -3.975260, -5.782993], [0.287482, -2.245763, -4.429892], [-0.596709, -1.647432, -2.192769], [8.555781, 0.399927, 0.027431], [7.337247, 0.248861, -0.458882], [6.756711, -1.010619, -0.491542], [7.432171, -2.062720, -0.038125], [5.479688, -1.161373, -0.992849], [4.963491, -2.386079, -1.017907], [4.732302, -0.070828, -1.451445], [2.966885, -0.258672, -2.052129], [5.362426, 1.180951, -1.429742], [4.715109, 2.256313, -1.873486], [6.640568, 1.349113, -0.939744], [7.205596, 2.550939, -0.913084]],
  "forces_ev_per_a": [[-0.046, 0.143, 0.230], [0.061, -0.011, 0.023], [-0.054, 0.178, -0.199], [-0.086, 0.029, 0.160], [0.089, -0.030, -0.029], [0.040, -0.003, -0.031], [0.016, -0.010, 0.017], [-0.038, -0.035, 0.010], [0.028, -0.034, -0.034], [-0.145, -0.002, -0.020], [-0.024, 0.150, 0.145], [0.060, -0.098, -0.032], [0.024, -0.035, -0.009], [-0.004, -0.007, 0.015], [-0.005, -0.019, 0.009], [-0.023, 0.008, -0.037], [-0.005, -0.010, -0.013], [0.154, -0.070, -0.178], [-0.064, 0.026, -0.006], [-0.017, 0.023, 0.025], [0.002, -0.020, 0.015], [0.008, 0.023, -0.008], [-0.006, 0.062, 0.027], [0.000, 0.004, -0.003], [-0.008, 0.040, -0.013], [0.044, -0.028, 0.013], [0.037, 0.021, 0.011], [0.030, 0.019, 0.000], [0.013, 0.007, -0.014], [-0.084, -0.131, 0.012], [0.173, -0.250, -0.088], [0.068, 0.243, -0.113], [0.002, 0.015, 0.089], [-0.036, 0.034, -0.083], [-0.022, 0.081, -0.225], [0.083, 0.092, 0.552], [-0.099, -0.229, -0.266], [0.087, -0.114, -0.110], [-0.002, 0.014, -0.082], [-0.030, -0.027, -0.020], [0.059, 0.017, 0.023], [-0.019, -0.033, -0.003], [-0.089, -0.089, 0.079], [-0.060, 0.075, 0.096], [-0.030, 0.034, 0.031], [0.003, -0.031, 0.020], [0.038, -0.005, 0.010], [-0.008, -0.007, -0.001], [0.016, 0.013, -0.032], [-0.033, 0.006, 0.005], [-0.065, -0.037, -0.018], [0.018, -0.079, -0.055], [-0.005, -0.002, -0.001], [0.025, 0.002, 0.016], [-0.038, -0.028, 0.056], [-0.009, 0.002, 0.006], [0.053, 0.042, 0.006], [0.011, 0.011, 0.031], [0.004, 0.046, 0.003], [-0.012, 0.002, 0.002], [-0.002, 0.010, -0.012], [0.007, 0.014, -0.003], [-0.001, -0.027, -0.037], [-0.018, 0.016, -0.006], [-0.007, 0.004, -0.004], [-0.009, 0.003, -0.018], [0.006, -0.029, 0.036], [-0.024, 0.000, -0.023], [0.000, -0.010, -0.015], [0.012, -0.077, 0.016], [0.002, 0.033, -0.003], [-0.090, -0.018, -0.015], [0.025, 0.017, 0.043], [-0.078, 0.071, -0.118], [0.174, -0.023, 0.041], [-0.184, 0.024, 0.025], [0.084, -0.049, 0.082], [0.028, 0.090, 0.000], [-0.005, -0.038, -0.001]],
  "mulliken_charge": [0.161, -1.028, 0.841, -0.599, 0.408, -0.499, -0.748, -0.859, -0.451, -0.066, 0.853, -1.232, -1.285, 0.390, 0.289, 0.334, 0.532, -0.307, 0.230, 0.303, 0.429, 0.415, 0.329, 0.388, 0.412, 0.334, 0.479, 0.354, 0.355, -0.031, -0.160, -1.035, -0.107, -0.482, -1.177, 0.341, -0.170, 1.260, -0.580, -0.664, -0.761, -0.685, -0.633, 0.624, -0.699, -0.600, -0.499, -0.761, -0.006, 0.500, 0.505, -0.066, 0.522, 0.576, -0.054, 0.535, 0.513, 0.466, 0.441, 0.422, 0.481, 0.273, 0.444, 0.406, 0.403, 0.440, 0.245, -0.279, 0.548, 0.205, -0.299, 0.428, -0.366, -0.273, 0.177, 0.175, -0.349, 0.324, -0.281]
}

2.
{
  "formula": "C4H10N2O2",
  "method": "ωB97M-V with the def2-TZVPD basis set",
  "smiles": "C[C@H](O)N(C)C(N)=O",
  "gap_ev": 10.1,
  "spin_multiplicity": 1,
  "homo_ev": -9.32,
  "charge": 0,
  "elements": ["C", "C", "C", "N", "C", "N", "O", "O", "H", "H", "H", "H", "H", "H", "H", "H", "H", "H"],
  "xyz": [[0.601113, -0.292189, 1.197167], [-1.491343, -1.115705, -0.413407], [0.302708, 1.047536, 1.826978], [-0.168998, -0.536581, -0.272100], [0.394312, 0.255354, -1.212696], [-0.234319, 0.413920, -2.414336], [1.947750, -0.594720, 1.133319], [1.344703, 1.003189, -0.921033], [2.343920, 0.061831, 0.529522], [0.121274, -1.098754, 1.750593], [0.330804, 0.927788, -3.076908], [-0.660856, -0.410238, -2.809417], [-1.684030, -1.487496, -1.425452], [-2.256711, -0.368404, -0.172734], [-1.593611, -1.965705, 0.266751], [0.569690, 1.010149, 2.890009], [0.890709, 1.859000, 1.393344], [-0.757118, 1.291024, 1.730400]],
  "forces_ev_per_a": [[-1.312, -1.328, -1.490], [0.112, 0.198, 0.524], [-0.071, 0.372, -0.127], [2.022, 0.531, 1.500], [0.155, 1.630, 1.270], [-0.172, -0.533, -0.923], [-0.331, 0.113, -0.384], [0.048, -0.572, -0.558], [-0.230, -0.092, 0.096], [0.077, 0.044, 0.208], [-0.026, -0.068, 0.137], [-0.111, 0.114, -0.069], [0.183, 0.055, 0.203], [-0.120, -0.175, -0.058], [0.010, 0.112, -0.059], [-0.145, -0.190, -0.176], [-0.116, -0.215, -0.183], [0.027, 0.005, 0.088]],
  "mulliken_charge": [-0.022, -0.929, -1.062, -0.068, 0.635, -0.467, -0.562, -0.700, 0.416, 0.382, 0.272, 0.207, 0.313, 0.333, 0.310, 0.354, 0.280, 0.308]
}